[1]
Entry from the OMol25 dataset: a 20-piece molecular cluster, C93H91F11O27 overall in a non-equilibrium geometry (ωB97M-V/def2-TZVPD).

ORCA input file:
```
! RIJCOSX wB97M-V def2-TZVPD def2/J DEFGRID3
* xyz 0 1
F 0.73 3.81 2.08
C 0.19 5.04 1.90
C -0.89 5.26 1.11
C -1.38 6.58 0.88
C -0.83 7.66 1.46
C 0.19 7.38 2.40
C 0.69 6.14 2.59
H -1.36 4.39 0.66
H -2.19 6.78 0.19
H -1.14 8.68 1.31
H 0.70 8.16 2.95
H 1.49 5.93 3.29
F -0.20 4.56 -3.11
C -1.21 5.18 -3.79
C -1.88 6.26 -3.27
C -3.00 6.86 -3.91
C -3.56 6.19 -5.00
C -2.92 5.02 -5.46
C -1.76 4.51 -4.80
H -1.46 6.67 -2.36
H -3.41 7.78 -3.53
H -4.48 6.54 -5.45
H -3.38 4.49 -6.28
H -1.27 3.60 -5.12
F 4.10 7.95 -1.79
C 3.72 6.85 -1.12
C 2.48 6.30 -1.47
C 2.13 5.11 -0.85
C 2.94 4.62 0.19
C 4.14 5.24 0.47
C 4.60 6.34 -0.21
H 1.91 6.85 -2.20
H 1.16 4.67 -1.01
H 2.61 3.82 0.85
H 4.75 4.99 1.32
H 5.53 6.79 0.10
F 0.44 -8.31 0.75
C 0.67 -6.98 0.92
C 1.89 -6.56 1.39
C 2.08 -5.18 1.54
C 1.09 -4.24 1.16
C -0.14 -4.70 0.68
C -0.37 -6.11 0.61
H 2.73 -7.23 1.53
H 3.02 -4.81 1.92
H 1.32 -3.19 1.21
H -0.90 -3.98 0.40
H -1.28 -6.47 0.16
F 2.57 -8.34 -4.89
C 2.44 -7.24 -4.11
C 1.19 -6.98 -3.51
C 1.04 -5.85 -2.59
C 2.17 -5.05 -2.30
C 3.39 -5.43 -2.91
C 3.50 -6.48 -3.85
H 0.27 -7.50 -3.69
H 0.05 -5.69 -2.18
H 2.08 -4.13 -1.74
H 4.26 -4.86 -2.62
H 4.48 -6.65 -4.27
F -2.54 1.83 5.72
C -3.16 1.72 4.55
C -4.35 1.02 4.46
C -5.05 0.91 3.28
C -4.56 1.60 2.15
C -3.34 2.33 2.24
C -2.66 2.36 3.41
H -4.74 0.59 5.37
H -5.97 0.34 3.27
H -5.18 1.67 1.27
H -3.00 2.93 1.41
H -1.75 2.94 3.43
F -3.84 -1.64 5.99
C -2.70 -2.33 5.69
C -2.26 -2.28 4.37
C -1.06 -2.90 4.00
C -0.28 -3.59 4.98
C -0.82 -3.72 6.28
C -2.01 -3.10 6.61
H -2.84 -1.78 3.61
H -0.77 -2.94 2.96
H 0.64 -4.11 4.77
H -0.21 -4.28 6.98
H -2.37 -3.07 7.63
F 4.72 0.60 -5.91
C 4.47 -0.68 -6.13
C 5.09 -1.35 -7.23
C 5.06 -2.70 -7.27
C 4.12 -3.45 -6.51
C 3.34 -2.75 -5.56
C 3.54 -1.39 -5.31
H 5.86 -0.78 -7.74
H 5.64 -3.29 -7.96
H 4.02 -4.53 -6.50
H 2.73 -3.36 -4.90
H 3.11 -0.98 -4.40
F -6.69 -6.14 4.25
C -5.55 -6.57 3.64
C -5.36 -7.77 2.96
C -4.14 -8.16 2.54
C -3.03 -7.34 2.74
C -3.10 -6.09 3.39
C -4.41 -5.74 3.81
H -6.21 -8.43 2.86
H -4.30 -9.12 2.07
H -2.08 -7.66 2.34
H -2.32 -5.35 3.52
H -4.69 -4.78 4.20
F -6.20 -3.55 2.79
C -6.29 -3.26 1.47
C -7.50 -3.52 0.84
C -7.66 -2.99 -0.48
C -6.61 -2.35 -1.15
C -5.49 -2.06 -0.39
C -5.30 -2.56 0.85
H -8.33 -4.08 1.25
H -8.61 -3.06 -1.00
H -6.65 -2.00 -2.17
H -4.63 -1.58 -0.81
H -4.41 -2.43 1.44
F -3.23 -2.35 -5.14
C -2.02 -2.06 -4.67
C -1.22 -1.08 -5.34
C -0.03 -0.73 -4.73
C 0.44 -1.43 -3.61
C -0.31 -2.40 -3.06
C -1.57 -2.72 -3.60
H -1.49 -0.59 -6.27
H 0.43 0.15 -5.15
H 1.41 -1.38 -3.13
H 0.07 -3.01 -2.25
H -2.19 -3.53 -3.23
C -4.36 -5.03 -1.73
C -4.59 -6.24 -0.79
O -3.71 -7.19 -1.32
C -3.58 -6.89 -2.65
O -3.10 -7.63 -3.46
O -3.81 -5.58 -2.87
H -3.65 -4.35 -1.25
H -5.25 -4.41 -1.85
H -5.64 -6.51 -0.65
H -4.25 -6.07 0.23
C -3.91 0.88 -2.84
C -2.57 1.36 -3.41
O -2.21 2.49 -2.65
C -3.23 2.74 -1.83
O -3.26 3.68 -1.09
O -4.30 1.91 -1.98
H -3.90 -0.03 -2.24
H -4.60 0.75 -3.67
H -2.74 1.63 -4.46
H -1.82 0.57 -3.46
C 5.54 -3.18 0.68
C 5.48 -1.83 1.45
O 4.54 -1.10 0.74
C 3.87 -1.91 -0.12
O 2.86 -1.59 -0.74
O 4.40 -3.11 -0.13
H 5.43 -4.15 1.16
H 6.39 -3.07 0.01
H 6.50 -1.44 1.39
H 5.29 -1.94 2.52
C 2.81 4.54 -5.17
C 3.74 3.70 -6.07
O 3.34 4.11 -7.39
C 2.10 4.74 -7.33
O 1.42 5.05 -8.27
O 1.80 4.97 -6.04
H 3.55 5.22 -4.75
H 2.35 3.86 -4.45
H 3.74 2.64 -5.81
H 4.75 4.08 -5.99
C 5.58 1.32 -1.78
C 5.29 2.82 -2.19
O 3.97 2.80 -2.70
C 3.45 1.51 -2.78
O 2.34 1.26 -3.24
O 4.35 0.69 -2.26
H 5.70 1.23 -0.70
H 6.43 0.94 -2.35
H 6.05 3.15 -2.90
H 5.26 3.48 -1.32
C 3.85 4.43 5.75
C 3.82 4.16 4.26
O 3.95 5.44 3.64
C 3.83 6.39 4.58
O 3.98 7.57 4.29
O 3.49 5.88 5.76
H 4.88 4.29 6.06
H 3.19 3.74 6.28
H 2.81 3.82 4.01
H 4.50 3.37 3.97
C -0.95 6.81 6.97
C 0.05 6.26 7.92
O 0.56 5.17 7.30
C -0.01 4.93 6.17
O 0.28 4.04 5.36
O -0.97 5.76 6.05
H -0.55 7.70 6.47
H -1.95 6.90 7.39
H -0.30 5.97 8.91
H 0.87 6.93 8.16
C 1.68 0.54 3.78
C 1.75 0.27 5.27
O 2.20 -1.07 5.40
C 2.52 -1.54 4.11
O 3.03 -2.66 3.87
O 2.42 -0.55 3.16
H 2.17 1.49 3.57
H 0.67 0.54 3.38
H 0.73 0.34 5.64
H 2.45 0.90 5.82
C -0.29 1.16 -0.58
C 0.61 0.63 0.53
O -0.01 -0.60 0.97
C -1.22 -0.72 0.37
O -2.05 -1.60 0.60
O -1.25 0.13 -0.62
H 0.32 1.23 -1.48
H -0.84 2.06 -0.31
H 0.96 1.26 1.34
H 1.55 0.65 -0.02
*
```

Computed properties:
LUMO energy	-0.31	eV
highest occupied orbital energy	-8.858	eV
gap between HOMO and LUMO	8.54	eV

---

[2]
Entry from the OMol25 dataset: C5H10I2O5S as an isolated structure (ωB97M-V/def2-TZVPD).

ORCA input file:
```
! RIJCOSX wB97M-V def2-TZVPD def2/J DEFGRID3
* xyz 0 1
C -0.78 -2.47 -0.70
C -0.76 -1.39 0.37
I -2.45 -1.67 1.70
C -0.82 0.07 -0.10
I 0.18 0.37 -1.99
C -0.36 1.02 1.00
C 0.03 2.45 0.65
O 1.07 2.82 1.61
S 1.21 1.68 2.70
O 0.19 1.87 3.67
O 2.55 1.48 3.09
O 0.81 0.51 1.69
H -1.07 -3.42 -0.25
H 0.22 -2.60 -1.11
H -1.48 -2.25 -1.50
H 0.10 -1.53 1.01
H -1.86 0.32 -0.30
H -1.17 1.02 1.73
H 0.50 2.58 -0.32
H -0.78 3.16 0.73
O 1.52 -1.71 -4.71
H 0.83 -1.07 -4.48
H 2.35 -1.27 -4.50
*
```

Computed properties:
LUMO energy	-0.48	eV
highest occupied orbital energy	-10.021	eV
gap between HOMO and LUMO	9.55	eV

---

[3]
Entry from the OMol25 dataset: C32H32F2N3O3SSm as an isolated structure in a non-equilibrium geometry (ωB97M-V/def2-TZVPD).

ORCA input file:
```
! RIJCOSX wB97M-V def2-TZVPD def2/J DEFGRID3
* xyz 0 6
Sm 0.52 -0.25 -1.07
C -1.96 0.90 -5.19
C -2.49 -0.28 -4.41
C -3.25 -1.24 -5.07
C -3.72 -2.38 -4.43
C -3.42 -2.56 -3.09
C -2.67 -1.62 -2.39
C -2.42 -1.82 -0.91
C -2.21 -0.48 -3.05
N -1.36 0.44 -2.36
C -1.70 1.76 -2.33
O -2.74 2.29 -2.66
C -0.60 2.66 -1.80
C -0.66 4.02 -1.99
C 0.40 4.80 -1.53
C 1.48 4.20 -0.88
C 1.46 2.84 -0.72
N 0.45 2.10 -1.18
C 2.63 2.12 -0.08
O 3.57 2.81 0.32
N 2.50 0.78 -0.07
C 3.69 0.04 0.27
C 4.02 -0.17 1.61
C 3.31 0.58 2.72
C 5.08 -1.02 1.93
C 5.85 -1.61 0.94
C 5.57 -1.32 -0.39
C 4.51 -0.49 -0.75
C 4.39 -0.11 -2.21
H -2.05 0.71 -6.27
H -0.90 1.09 -4.97
H -2.50 1.82 -4.95
H -3.47 -1.09 -6.12
H -4.30 -3.12 -4.97
H -3.77 -3.45 -2.56
H -2.92 -2.73 -0.56
H -2.79 -0.97 -0.35
H -1.38 -1.97 -0.70
H -1.53 4.43 -2.49
H 0.38 5.87 -1.68
H 2.33 4.76 -0.51
H 2.25 0.74 2.52
H 3.74 1.58 2.82
H 3.42 0.06 3.68
H 5.31 -1.19 2.98
H 6.67 -2.27 1.20
H 6.20 -1.73 -1.18
H 4.81 -0.89 -2.85
H 4.94 0.82 -2.41
H 3.40 0.07 -2.53
C -4.90 -0.27 5.83
C -3.66 -0.20 4.96
C -3.76 -0.24 3.57
C -2.63 -0.17 2.77
C -1.39 -0.06 3.37
C -1.25 0.01 4.76
C -2.39 -0.06 5.54
S 0.03 0.01 2.36
C 0.62 -1.63 2.66
O -0.53 -0.07 0.93
H -5.80 -0.48 5.24
H -5.07 0.68 6.36
H -4.81 -1.05 6.59
H -4.74 -0.33 3.11
H -2.71 -0.21 1.68
H -0.27 0.14 5.22
H -2.30 -0.02 6.63
H -0.17 -2.31 2.32
H 0.82 -1.74 3.73
H 1.55 -1.76 2.09
F 1.63 -2.12 -0.51
C 0.87 -2.66 -1.75
F 1.25 -1.54 -2.74
H 1.56 -3.42 -2.06
*
```

Computed properties:
LUMO energy (alpha / beta)	0.03 / 0.10	eV
highest occupied orbital energy (alpha / beta)	-7.916 / -7.915	eV
gap between HOMO and LUMO (alpha / beta)	7.95 / 8.02	eV